This record from OMol25 describes a cluster of 2 separate species, C4H9O3 in total in a non-equilibrium geometry. The level of theory is ωB97M-V with the def2-TZVPD basis set.

Cartesian coordinates (Å):
1 C -2.2326 0.9803 1.4088
2 C -1.6620 -0.4061 1.0903
3 O -1.6699 1.3729 2.7798
4 H -1.6926 1.6831 0.7829
5 H -3.2509 1.0210 1.7662
6 H -2.3877 -1.0210 0.5498
7 H -0.8076 0.9896 2.7621
8 H -1.6112 -0.9840 2.0170
9 H -0.7583 -0.4368 0.4491
10 C 1.4354 -0.0199 -2.7149
11 C 1.5380 -0.5986 -1.3231
12 O 0.6014 -1.0431 -0.6278
13 O 2.7454 -0.5409 -0.9207
14 H 0.4079 0.2756 -3.0193
15 H 1.7959 -0.7308 -3.4590
16 H 2.0103 0.8912 -2.8364

Atoms 1-6, force components in eV/Å:
C 2.8 -0.6 3.0
C -1.3 -0.4 -0.3
O -0.9 0.1 -0.9
H -1.4 0.5 -0.7
H -0.6 0.3 -1.5
H -0.2 0.2 -0.4

Computed properties:
Kohn-Sham gap = 0.28233 Eh
spin multiplicity = 1
relative energy (zero: lowest compared OMol25 entry of this formula, charge and spin) = 158.5 kJ/mol
E_LUMO = 0.140 hartree
net charge = -1

These are the Mulliken partial charges, in e, on atoms 1 to 6: atom 1 (C): -0.188, atom 2 (C): -1.071, atom 3 (O): -0.583, atom 4 (H): 0.281, atom 5 (H): 0.273, atom 6 (H): 0.322


This record from OMol25 describes a cluster of 2 separate species, C4H9O3 in total in a non-equilibrium geometry. The level of theory is ωB97M-V with the def2-TZVPD basis set.

Cartesian coordinates (Å):
1 C 1.2334 0.6971 0.7960
2 C 1.1857 -0.1296 2.0343
3 O -0.0417 1.2781 0.6209
4 H 1.8878 1.5821 1.0055
5 H 1.6189 0.3705 -0.0848
6 H 1.6868 -1.0704 1.7933
7 H -0.3120 1.3926 -0.3558
8 H 0.1499 -0.2411 2.3773
9 H 1.6392 0.2473 2.9864
10 C -1.6915 -0.9663 -1.2085
11 C -0.7742 -0.0710 -2.1037
12 O -0.0390 -0.6409 -2.9596
13 O -0.8047 1.1425 -1.7816
14 H -2.3012 -0.3094 -0.7147
15 H -1.1803 -1.5313 -0.4964
16 H -2.2571 -1.7503 -1.9084

Atoms 1-6, force components in eV/Å:
C -1.1 4.7 2.6
C 0.4 -1.2 1.3
O -0.7 0.2 -0.4
H 0.2 -0.4 0.0
H 0.9 -2.1 -2.4
H -0.4 -0.4 0.5

Computed properties:
Kohn-Sham gap = 0.30924 Eh
spin multiplicity = 1
relative energy (zero: lowest compared OMol25 entry of this formula, charge and spin) = 126.9 kJ/mol
E_LUMO = 0.145 hartree
net charge = -1

These are the Mulliken partial charges, in e, on atoms 1 to 6: atom 1 (C): -0.334, atom 2 (C): -1.017, atom 3 (O): -0.637, atom 4 (H): 0.210, atom 5 (H): 0.463, atom 6 (H): 0.240


This record from OMol25 describes a cluster of 2 separate species, C4H9O3 in total in a non-equilibrium geometry. The level of theory is ωB97M-V with the def2-TZVPD basis set.

Cartesian coordinates (Å):
1 C 0.6683 0.9872 2.1695
2 C -0.5155 0.0763 2.3862
3 O 1.8556 0.2829 2.2088
4 H 0.5965 1.5365 1.1737
5 H 0.6057 1.8960 2.7953
6 H -0.1733 -0.9745 2.3706
7 H 2.6953 0.6886 2.4378
8 H -1.3009 0.1317 1.6689
9 H -0.9171 0.3442 3.3598
10 C -0.7471 -0.4702 -3.5187
11 C -0.1244 -0.9093 -2.1680
12 O -0.8731 -1.7030 -1.5328
13 O 0.9780 -0.4742 -1.8034
14 H -1.7088 -1.0245 -3.6377
15 H -0.0953 -0.9629 -4.2453
16 H -0.9439 0.5751 -3.6646

Atoms 1-6, force components in eV/Å:
C -0.5 2.9 -2.4
C 0.7 -0.7 0.9
O 1.0 -1.7 0.5
H 0.0 -1.1 0.5
H 0.4 -0.6 0.8
H -0.1 0.5 0.1

Computed properties:
Kohn-Sham gap = 0.25405 Eh
spin multiplicity = 1
relative energy (zero: lowest compared OMol25 entry of this formula, charge and spin) = 161.1 kJ/mol
E_LUMO = 0.125 hartree
net charge = -1

These are the Mulliken partial charges, in e, on atoms 1 to 6: atom 1 (C): -0.147, atom 2 (C): -0.930, atom 3 (O): -0.534, atom 4 (H): 0.206, atom 5 (H): 0.294, atom 6 (H): 0.261


This record from OMol25 describes a cluster of 2 separate species, C4H9O3S in total in a non-equilibrium geometry. The level of theory is ωB97M-V with the def2-TZVPD basis set.

Cartesian coordinates (Å):
1 O 2.7016 0.4674 -0.5252
2 C 1.8243 0.8216 0.2605
3 O 1.5351 1.9397 0.7564
4 C 0.8197 -0.3528 0.7476
5 C -0.1478 -0.4468 -0.4622
6 C -0.8738 -1.7695 -0.5192
7 S -1.6905 -1.8366 -2.1817
8 H 0.3109 -0.2158 1.6927
9 H 1.4472 -1.2932 0.7280
10 H -0.7591 0.4690 -0.3144
11 H 0.2903 -0.1245 -1.4034
12 H -0.1330 -2.5853 -0.5548
13 H -1.4438 -1.9206 0.3916
14 H -2.9451 -2.3606 -2.0216
15 H -0.4389 3.8251 0.8919
16 H 0.1181 2.3625 1.1057
17 O -0.6151 3.0204 1.4082

Atoms 1-6, force components in eV/Å:
O 0.2 0.4 -0.1
C -1.1 -1.3 1.6
O 0.7 0.2 -0.6
C 2.0 -0.8 -2.5
C -0.4 1.7 1.3
C 0.5 -0.1 -0.7

Computed properties:
Kohn-Sham gap = 0.27870 Eh
spin multiplicity = 1
relative energy (zero: lowest compared OMol25 entry of this formula, charge and spin) = 83.1 kJ/mol
E_LUMO = 0.107 hartree
net charge = -1

These are the Mulliken partial charges, in e, on atoms 1 to 6: atom 1 (O): -0.696, atom 2 (C): 0.510, atom 3 (O): -0.743, atom 4 (C): -0.763, atom 5 (C): -0.769, atom 6 (C): -0.457


This record from OMol25 describes the molecule C4H9OP in a non-equilibrium geometry. The level of theory is ωB97M-V with the def2-TZVPD basis set.

Cartesian coordinates (Å):
1 C -2.0251 0.8059 0.0951
2 C -0.5122 0.8744 0.1595
3 C 0.4146 -0.0874 0.1713
4 C 0.1438 -1.5314 0.3083
5 P 1.9994 0.3992 -0.4003
6 O 1.7923 -0.2149 -1.6774
7 H -2.4752 1.0044 1.0262
8 H -2.4512 1.4595 -0.7422
9 H -2.1497 -0.3110 -0.1766
10 H -0.0848 1.9696 0.2032
11 H 0.9630 -2.1404 0.1723
12 H -0.6119 -1.7356 -0.5283
13 H -0.3281 -1.8354 1.2943
14 H 2.8807 -0.3082 0.4291
15 H 2.4443 1.6513 -0.3344

Atoms 1-6, force components in eV/Å:
C 1.2 -2.2 -2.6
C 0.5 3.3 0.4
C -1.3 2.1 2.3
C -3.6 0.0 -0.2
P -0.4 -2.6 2.4
O 1.2 -1.0 -4.7

Computed properties:
Kohn-Sham gap = 0.37367 Eh
SMILES = C/C=C(\C)[PH2]=O
spin multiplicity = 1
relative energy (zero: lowest compared OMol25 entry of this formula, charge and spin) = 137.6 kJ/mol
E_LUMO = 0.037 hartree
net charge = 0

These are the Mulliken partial charges, in e, on atoms 1 to 6: atom 1 (C): -0.916, atom 2 (C): -0.316, atom 3 (C): 0.824, atom 4 (C): -1.355, atom 5 (P): 0.338, atom 6 (O): -0.572


This record from OMol25 describes the molecule C4H9OP5 in a non-equilibrium geometry. The level of theory is ωB97M-V with the def2-TZVPD basis set.

Cartesian coordinates (Å):
1 C 0.7928 -0.3071 0.0218
2 C 0.1646 0.5883 -1.0224
3 C -0.0583 -1.2838 0.7905
4 C -0.6571 1.7594 -0.4290
5 O -0.7448 -0.4981 1.7991
6 P -3.2833 0.1423 -0.9620
7 P -5.1849 -0.4119 -0.1515
8 P -2.3181 1.3350 0.3762
9 P -5.2561 0.4792 1.7654
10 P -3.6054 1.4464 2.3662
11 H 1.4964 -0.7642 -0.5277
12 H 1.3882 0.3494 0.5885
13 H -0.5273 0.2188 -1.7201
14 H 0.8447 1.1245 -1.6561
15 H 0.5011 -1.9601 1.4584
16 H -0.8267 -1.7023 0.1824
17 H -0.2368 2.3660 0.4164
18 H -0.9321 2.5926 -1.0033
19 H -1.0908 -0.9175 2.5912

Atoms 1-6, force components in eV/Å:
C -1.8 0.9 -0.3
C -1.6 2.6 1.1
C -0.1 1.2 2.7
C -0.4 0.3 3.5
O -0.1 1.5 -0.2
P -0.8 -0.1 0.0

Computed properties:
Kohn-Sham gap (alpha / beta) = 0.26614 / 0.26611 Eh
spin multiplicity = 1
relative energy (zero: lowest compared OMol25 entry of this formula, charge and spin) = 28.8 kJ/mol
E_LUMO (alpha / beta) = -0.022 / -0.022 hartree
net charge = 0

These are the Mulliken partial charges, in e, on atoms 1 to 6: atom 1 (C): -0.712, atom 2 (C): -0.845, atom 3 (C): -0.473, atom 4 (C): -0.958, atom 5 (O): -0.509, atom 6 (P): -0.124


This record from OMol25 describes a cluster of 2 separate species, C4H9P in total in a non-equilibrium geometry. The level of theory is ωB97M-V with the def2-TZVPD basis set.

Cartesian coordinates (Å):
1 C 1.9174 -1.5406 -0.2532
2 C 0.7979 -0.8953 -0.0502
3 C -0.3845 1.3485 -1.1292
4 C -1.1164 0.4455 1.4313
5 P 0.4023 0.7637 0.4389
6 H 1.9459 -2.5696 -0.5692
7 H 2.8764 -1.0647 -0.1109
8 H -0.6142 -2.0463 -0.3302
9 H -0.7626 2.3582 -0.9775
10 H -1.1957 0.6849 -1.4231
11 H 0.3688 1.3756 -1.9151
12 H -0.8326 0.0876 2.4194
13 H -1.7168 -0.3150 0.9290
14 H -1.6861 1.3675 1.5401

Atoms 1-6, force components in eV/Å:
C 0.3 -0.2 -0.1
C -3.0 -2.7 -0.6
C 0.2 -0.1 0.2
C 0.3 0.0 -0.1
P -0.4 0.4 -0.1
H 0.0 -0.1 -0.1

Computed properties:
Kohn-Sham gap = 0.33149 Eh
spin multiplicity = 1
relative energy (zero: lowest compared OMol25 entry of this formula, charge and spin) = 209.5 kJ/mol
E_LUMO = 0.017 hartree
net charge = 0

These are the Mulliken partial charges, in e, on atoms 1 to 6: atom 1 (C): -0.388, atom 2 (C): -0.198, atom 3 (C): -0.992, atom 4 (C): -0.990, atom 5 (P): 0.071, atom 6 (H): 0.252


This record from OMol25 describes the molecule C4H9PS3 in a non-equilibrium geometry. The level of theory is ωB97M-V with the def2-TZVPD basis set.

Cartesian coordinates (Å):
1 C 0.2296 2.5250 2.1308
2 S -0.2754 0.7674 2.0744
3 P -0.8325 0.7447 0.0673
4 S 1.2872 0.4439 -0.8625
5 S 1.3137 1.1661 -2.6684
6 C 1.0048 -1.3997 -0.9092
7 C -0.4422 -1.6637 -1.2613
8 C -1.3212 -1.0371 -0.1814
9 H -0.1207 3.0259 1.2316
10 H 1.3135 2.5676 2.1822
11 H -0.2105 2.9784 3.0114
12 H 1.2395 -1.7443 0.0975
13 H 1.7076 -1.8202 -1.6242
14 H -0.6321 -2.7360 -1.3284
15 H -0.6585 -1.2153 -2.2358
16 H -2.3698 -1.0279 -0.4890
17 H -1.2331 -1.5748 0.7649

Atoms 1-6, force components in eV/Å:
C 0.0 -0.4 0.0
S 0.0 0.0 0.1
P 0.8 0.0 -0.8
S -0.7 -0.7 1.1
S -0.2 0.0 -0.6
C 0.1 0.5 -0.1

Computed properties:
Kohn-Sham gap = 0.29755 Eh
SMILES = CSP1#S(=S)CCC1
spin multiplicity = 1
relative energy (zero: lowest compared OMol25 entry of this formula, charge and spin) = 0.0 kJ/mol
E_LUMO = 0.013 hartree
net charge = 0

These are the Mulliken partial charges, in e, on atoms 1 to 6: atom 1 (C): -0.793, atom 2 (S): -0.114, atom 3 (P): 0.059, atom 4 (S): 0.075, atom 5 (S): -0.401, atom 6 (C): -0.671


no.,total energy (eV)
1,-10436.8224
2,-10437.1499
3,-10436.7959
4,-21273.1550
5,-15628.2088
6,-52782.8762
7,-13579.1280
8,-46088.6409